Entry 1:
Computed, not measured: a single C4H13N3 molecule at a distorted geometry, with ωB97M-V with the def2-TZVPD basis set.

Values from the calculation:
- frontier orbital gap (Eh) = 0.353
- SMILES string = CNCCNCN
- HOMO energy (eV) = -8.46
- relative energy (zero: lowest compared OMol25 entry of this formula, charge and spin) (kJ/mol) = 136.3
- total charge = 0
- electronic energy (Eh) = -324.4230

Element x y z (Å)
C: 1.424 1.777 -2.655
N: 0.394 1.716 -1.588
C: 0.735 0.710 -0.563
C: -0.487 0.159 0.150
N: -0.027 -0.791 1.149
C: -0.835 -1.335 2.189
N: -1.493 -2.603 1.804
H: 1.224 2.705 -3.200
H: 2.452 1.893 -2.307
H: 1.176 0.908 -3.255
H: 0.141 2.560 -1.093
H: 1.448 1.089 0.187
H: 1.360 -0.043 -1.054
H: -1.022 1.030 0.554
H: -1.269 -0.283 -0.491
H: 0.486 -1.527 0.690
H: -0.168 -1.599 3.020
H: -1.560 -0.656 2.647
H: -2.254 -2.612 1.155
H: -1.724 -3.098 2.661

Force components x, y, z for each atom (eV/Å):
-1.700 1.438 0.903
0.384 -1.095 0.677
0.426 0.357 -0.744
-0.689 -0.162 0.101
0.245 1.010 0.215
-0.496 -0.866 0.066
1.012 -0.386 0.928
-0.027 -0.317 -0.376
0.161 -0.610 0.084
0.807 -0.033 -0.384
0.433 0.422 -0.498
-0.361 0.178 0.151
-0.524 -0.410 -0.108
0.278 -0.229 0.619
0.536 0.056 -0.542
0.061 -0.228 0.076
-0.101 -0.160 -0.113
0.173 0.649 -0.571
-0.370 0.517 -0.065
-0.249 -0.132 -0.418

---

Entry 2:
Computed, not measured: a gas-phase ion, C4H13N3 (charge +2) at a distorted geometry, with ωB97M-V with the def2-TZVPD basis set.

Values from the calculation:
- frontier orbital gap (Eh) = 0.357
- SMILES string = N/C=C(\[NH3+])CC[NH3+]
- HOMO energy (eV) = -16.48
- relative energy (zero: lowest compared OMol25 entry of this formula, charge and spin) (kJ/mol) = 144.3
- total charge = +2
- electronic energy (Eh) = -323.8380

Element x y z (Å)
N: 1.501 2.385 -0.436
C: 1.175 1.089 -0.396
C: -0.087 0.567 -0.406
N: -1.225 1.438 -0.776
C: -0.330 -0.920 -0.445
C: -0.886 -1.583 0.883
N: 0.120 -2.639 1.352
H: 2.419 2.733 -0.275
H: 0.872 3.116 -0.741
H: 1.942 0.386 -0.098
H: -2.068 1.020 -0.381
H: -1.433 1.505 -1.776
H: -1.112 2.352 -0.331
H: 0.649 -1.344 -0.681
H: -1.054 -1.280 -1.183
H: -0.885 -0.824 1.664
H: -1.865 -2.013 0.706
H: 0.380 -3.261 0.584
H: 0.989 -2.228 1.657
H: -0.310 -3.283 2.027

Force components x, y, z for each atom (eV/Å):
-0.533 0.362 -0.472
-1.128 0.149 1.133
0.660 -0.507 -1.015
-0.283 -0.596 0.665
-0.432 -0.391 0.883
1.527 0.965 -0.426
-1.425 -0.715 -0.936
0.736 -0.181 0.092
0.070 -0.257 0.003
0.336 0.188 -0.334
-0.200 0.268 0.160
0.367 0.346 -0.186
-0.262 0.203 -0.282
-0.208 -0.252 -0.152
0.427 0.452 -0.551
-0.349 -0.252 0.147
0.112 -0.367 0.383
-0.059 0.002 -0.294
0.268 0.197 0.710
0.378 0.387 0.472

---

Entry 3:
Computed, not measured: a single C4H13N3O molecule at a distorted geometry, with ωB97M-V with the def2-TZVPD basis set.

Values from the calculation:
- frontier orbital gap (Eh) = 0.348
- SMILES string = C[C@@H](CN)[C@H](N)NO
- HOMO energy (eV) = -8.50
- relative energy (zero: lowest compared OMol25 entry of this formula, charge and spin) (kJ/mol) = 320.0
- total charge = 0
- electronic energy (Eh) = -399.6254

Element x y z (Å)
C: -0.195 1.181 -1.578
C: 0.028 0.038 -0.586
C: 1.659 -0.264 -0.556
N: 2.139 -1.160 0.467
C: -0.429 0.344 0.818
N: -0.445 -0.749 1.733
N: -2.015 0.724 0.697
O: -2.694 -0.511 0.273
H: -1.260 1.325 -1.774
H: 0.284 0.969 -2.539
H: 0.208 2.123 -1.190
H: -0.451 -0.875 -0.951
H: 1.868 -0.709 -1.535
H: 2.218 0.674 -0.517
H: 2.896 -1.739 0.105
H: 2.285 -0.648 1.339
H: 0.102 1.201 1.240
H: -1.115 -1.433 1.374
H: 0.500 -1.080 1.929
H: -2.300 0.780 1.680
H: -3.283 -0.190 -0.430

Force components x, y, z for each atom (eV/Å):
-0.179 -0.143 0.072
2.763 -0.169 -0.267
-1.779 0.358 -0.763
-0.391 -0.278 0.003
-3.542 0.008 -0.626
0.219 0.075 0.706
1.821 -0.332 0.208
0.285 0.858 -0.012
0.130 0.048 0.106
0.063 0.008 0.127
-0.043 -0.085 -0.058
0.018 0.086 0.226
0.024 0.065 0.111
-0.328 0.354 -0.151
-0.059 0.504 0.871
0.783 -0.662 -0.519
-0.291 0.201 -0.064
0.882 -0.181 0.315
-0.922 -0.555 -0.357
0.145 -0.027 -0.248
0.400 -0.131 0.320

---

Entry 4:
Computed, not measured: 2 unconnected molecules or ions with the total composition C4H13N3O at a distorted geometry, with ωB97M-V with the def2-TZVPD basis set.

Values from the calculation:
- frontier orbital gap (Eh) = 0.378
- SMILES string = [H]/N=C/NN.CC(C)O
- HOMO energy (eV) = -9.36
- relative energy (zero: lowest compared OMol25 entry of this formula, charge and spin) (kJ/mol) = 278.6
- total charge = 0
- electronic energy (Eh) = -399.6412

Element x y z (Å)
H: -0.732 2.789 0.941
N: -1.062 1.852 0.747
C: -1.508 1.650 -0.437
N: -1.986 0.420 -0.752
N: -2.417 -0.493 0.250
H: -1.283 2.270 -1.315
H: -1.454 -0.076 -1.486
H: -3.419 -0.353 0.399
H: -1.950 -0.250 1.123
C: 0.673 -1.804 0.094
C: 1.000 -0.337 0.354
C: 1.885 0.234 -0.754
O: 1.627 -0.191 1.620
H: 0.069 -2.207 0.904
H: 1.590 -2.396 0.024
H: 0.132 -1.921 -0.841
H: 0.093 0.414 0.560
H: 1.378 0.176 -1.715
H: 2.117 1.277 -0.542
H: 2.828 -0.313 -0.818
H: 2.420 -0.742 1.645

Force components x, y, z for each atom (eV/Å):
0.042 0.117 -0.308
-1.471 0.767 0.022
2.079 0.248 0.764
-0.752 -1.572 -1.066
0.155 0.373 0.108
-0.357 0.081 0.200
-0.737 0.622 0.440
0.374 0.056 -0.162
0.009 -0.038 -0.085
-0.245 0.432 0.131
-1.232 1.477 0.519
-0.245 0.085 0.345
0.614 -0.201 0.389
-0.096 -0.049 0.000
0.090 0.074 -0.003
-0.117 -0.100 -0.108
1.900 -2.373 -0.934
0.014 -0.015 -0.182
0.006 0.068 -0.022
0.003 -0.091 -0.059
-0.033 0.039 0.011

---

Entry 5:
Computed, not measured: 2 unconnected molecules or ions with the total composition C4H13N3O at a distorted geometry, with ωB97M-V with the def2-TZVPD basis set.

Values from the calculation:
- frontier orbital gap (alpha / beta) (Eh) = 0.343 / 0.263
- HOMO energy (alpha / beta) (eV) = -18.23 / -17.11
- relative energy (zero: lowest compared OMol25 entry of this formula, charge and spin) (kJ/mol) = 414.8
- total charge = +2
- electronic energy (Eh) = -398.9253

Element x y z (Å)
C: 1.895 0.136 -0.196
C: -1.079 -1.766 -0.244
C: -0.701 0.508 0.772
C: -1.614 -0.403 -0.007
N: 2.541 -0.621 0.685
N: 2.340 0.493 -1.379
N: -0.863 1.959 0.665
O: -2.188 0.396 -0.921
H: -1.787 -2.368 -0.782
H: -0.760 -2.419 0.635
H: -0.282 -2.026 -0.921
H: -0.206 0.097 1.678
H: -2.313 -0.624 0.868
H: 2.068 -0.854 1.561
H: 3.593 -0.814 0.672
H: 1.839 0.848 -2.158
H: 3.414 0.713 -1.475
H: -0.237 2.580 1.282
H: -1.768 2.030 1.113
H: -1.033 2.220 -0.338
H: -2.859 -0.086 -1.510

Force components x, y, z for each atom (eV/Å):
-0.772 -1.415 0.012
1.083 -2.968 -0.238
3.205 -1.756 -0.190
0.758 0.625 3.814
0.793 0.988 -0.079
3.847 0.680 1.266
-0.117 -0.141 0.829
-2.055 -0.391 -3.243
-1.302 -0.252 0.259
-0.953 1.410 -0.486
1.083 1.438 -0.531
-0.648 0.780 -0.601
-0.154 0.248 -0.490
0.449 0.195 -0.441
-1.862 0.218 -0.258
-1.015 0.351 -0.248
-2.452 -0.893 0.112
-0.579 -1.117 -1.590
-1.076 0.885 0.138
0.453 0.148 0.800
1.316 0.966 1.164

---

Entry 6:
Computed, not measured: 2 unconnected molecules or ions with the total composition C4H13N4O at a distorted geometry, with ωB97M-V with the def2-TZVPD basis set.

Values from the calculation:
- frontier orbital gap (Eh) = 0.365
- HOMO energy (eV) = -13.40
- relative energy (zero: lowest compared OMol25 entry of this formula, charge and spin) (kJ/mol) = 323.8
- total charge = +1
- electronic energy (Eh) = -454.2044

Element x y z (Å)
C: 0.085 -1.022 2.957
C: 0.468 -1.406 0.493
N: 1.396 -1.885 -0.500
N: 0.877 -1.695 1.880
N: -0.811 -1.145 0.094
H: 2.407 -1.895 -0.356
H: 1.273 -1.742 -1.454
H: 1.733 -2.267 2.339
H: -1.601 -1.245 0.789
H: -0.970 -0.722 -0.812
H: -0.016 -1.757 3.776
H: -0.947 -0.661 2.718
H: 0.875 -0.086 3.154
C: 0.833 2.292 -1.183
C: -0.544 1.696 -1.307
O: -0.726 0.773 -2.052
N: -1.658 2.238 -0.700
H: 1.659 1.606 -1.611
H: 1.084 2.692 -0.211
H: -2.583 1.840 -0.700
H: -1.586 3.101 -0.372
H: 0.800 3.002 -2.015

Force components x, y, z for each atom (eV/Å):
2.606 1.825 0.204
2.835 -4.361 0.606
-0.717 1.341 3.621
-1.616 0.330 -2.315
1.141 -0.390 2.905
-0.593 0.159 0.907
-1.303 0.436 -1.849
-2.479 1.792 -2.699
1.536 0.368 -1.312
-0.035 0.195 -0.392
0.251 0.776 -0.115
1.179 -0.287 -0.231
-2.837 -2.148 0.533
0.700 -0.669 -1.378
-1.328 0.549 0.385
0.133 -2.595 -1.044
1.235 -3.246 -0.885
-1.604 0.547 1.151
0.079 0.396 -0.054
0.322 -0.263 -0.635
0.263 4.447 2.056
0.234 0.798 0.541